Formula: C69H140N9O9
Source: OMol25
Level of theory: ωB97M-V with the def2-TZVPD basis set

```
227
Properties=species:S:1:pos:R:3:mulliken_charge:R:1
C -2.9548 5.3447 -1.9233 0.088
O -2.9080 5.8555 -0.8228 -0.569
N -3.6176 4.1970 -2.2433 0.386
C -3.7085 3.7350 -3.6228 -0.839
C -4.4133 3.6038 -1.1953 -0.844
H -2.4790 5.8623 -2.8355 0.293
H -2.9815 4.2447 -4.2767 0.305
H -4.6600 3.9900 -4.1239 0.349
H -3.4910 2.6560 -3.7876 0.185
H -4.2331 4.2114 -0.3163 0.145
H -5.5179 3.5493 -1.2379 0.293
H -4.0209 2.6073 -0.9848 0.215
C -1.2035 1.0150 -6.7044 0.118
O -0.9408 1.9427 -7.4305 -0.607
N -0.2066 0.2830 -6.1656 0.067
C -0.5143 -0.6142 -5.0892 0.369
C 1.1300 0.8277 -6.1127 -0.990
H -2.2114 0.6249 -6.5521 0.414
H -0.3258 -0.1255 -4.1437 0.107
H -0.0991 -1.6277 -5.1261 -0.310
H -1.6017 -0.9096 -5.1056 -0.116
H 1.8948 0.0712 -5.8130 0.278
H 1.3049 1.1988 -7.0893 0.410
H 1.2331 1.7356 -5.5201 0.338
C 0.4672 -4.0348 -6.2638 -1.877
C 1.1444 -5.4791 -6.2426 1.554
C 2.4189 -5.3593 -7.1787 -1.032
C 3.4398 -6.4766 -6.9503 -0.773
C 3.8263 -6.5661 -5.4812 -1.000
C 2.6223 -6.7854 -4.5376 1.235
N 1.5987 -5.7577 -4.8233 0.873
O 0.6664 -5.6331 -3.9173 -0.508
C 1.9568 -8.1659 -4.7426 -1.543
C 3.0492 -6.6218 -3.0516 -1.697
C 0.1452 -6.5508 -6.7915 -1.797
H -0.4746 -4.1887 -5.7296 0.323
H 0.2477 -3.8152 -7.3246 0.396
H 1.0635 -3.1904 -5.8760 0.320
H 1.9730 -5.4925 -8.1359 0.443
H 2.8538 -4.2832 -7.2035 0.337
H 4.3618 -6.2943 -7.5724 0.366
H 3.0294 -7.4147 -7.2770 0.352
H 4.2909 -5.6170 -5.1728 0.361
H 4.5924 -7.3586 -5.2547 0.377
H 2.0340 -8.4124 -5.7908 0.303
H 2.4796 -8.9845 -4.1049 0.399
H 0.9059 -8.1350 -4.4656 0.266
H 2.2809 -6.9943 -2.3025 0.302
H 4.0057 -7.2237 -2.9456 0.406
H 3.2744 -5.5794 -2.8312 0.353
H -0.4704 -6.8404 -5.9699 0.390
H 0.6910 -7.4237 -7.1484 0.340
H -0.5239 -6.0784 -7.4932 0.468
C -4.6672 0.2961 2.4475 -2.427
C -4.3401 0.1795 3.8962 1.733
C -4.9199 -1.0513 4.5194 -1.135
C -4.4192 -1.2586 5.9503 -0.827
C -2.8690 -1.4127 5.9595 -1.074
C -2.1917 -0.2504 5.3174 1.274
N -2.9166 0.1117 4.0582 -0.019
O -2.2190 0.9954 3.4015 0.667
C -2.0758 0.9923 6.2565 -1.464
C -0.8106 -0.5665 5.0186 -1.759
C -4.9141 1.5491 4.4301 -1.660
H -4.0044 1.0520 2.0267 0.443
H -5.6998 0.6572 2.2011 0.484
H -4.4859 -0.6385 1.9234 0.236
H -6.0010 -0.8119 4.5340 0.328
H -4.8959 -1.9067 3.8819 0.448
H -4.7728 -2.2476 6.2820 0.488
H -4.9013 -0.5274 6.6121 0.380
H -2.7275 -2.3960 5.4984 0.395
H -2.6464 -1.4897 6.9909 0.459
H -1.5086 1.9136 5.8700 -0.114
H -3.0374 1.2998 6.6829 0.470
H -1.4263 0.6433 7.1379 0.449
H -0.8280 -1.2689 4.1644 0.332
H -0.4592 0.4781 4.6544 -0.130
H -0.2022 -0.8392 5.8876 0.719
H -4.2462 2.3956 4.8067 0.076
H -5.3518 1.1512 5.3149 0.510
H -5.7045 1.9348 3.7931 0.475
C -4.1481 -1.5225 -1.3242 -0.810
C -4.0742 -3.0521 -1.6656 0.967
C -5.5628 -3.6544 -1.3666 -1.344
C -6.6133 -3.3803 -2.4252 -0.604
C -6.1683 -3.9749 -3.7671 -1.320
C -4.8753 -3.4154 -4.4202 1.752
N -3.7466 -3.0448 -3.3355 -0.457
O -2.6740 -2.4654 -3.6845 0.255
C -4.1165 -4.4358 -5.2503 -1.981
C -5.1395 -2.0727 -4.9931 -1.615
C -2.6816 -3.9173 -1.1106 -0.691
H -5.1897 -1.0593 -1.3787 0.520
H -3.4118 -1.1266 -1.9776 0.084
H -3.8701 -1.5908 -0.2426 -0.127
H -5.3343 -4.7152 -1.1083 0.484
H -5.8092 -3.3074 -0.3371 0.389
H -6.5145 -2.2922 -2.3956 0.275
H -7.6115 -3.7348 -2.1166 0.382
H -6.7992 -4.3568 -4.6477 0.415
H -5.7673 -4.9179 -3.4822 0.494
H -3.9787 -5.3319 -4.6936 0.482
H -4.7154 -4.7520 -6.1729 0.313
H -3.1489 -4.1107 -5.2845 0.505
H -6.1398 -1.7006 -5.3550 0.259
H -4.5368 -1.3115 -4.6055 0.403
H -4.5630 -2.0829 -5.9965 0.441
H -2.5272 -4.0193 0.0012 0.347
H -2.0347 -3.1193 -1.4706 -0.156
H -2.4062 -4.7201 -1.8112 0.381
C 2.6832 5.4785 0.4661 -1.452
C 3.6258 5.0625 -0.6121 1.635
C 5.0422 5.7885 -0.5037 -0.966
C 6.1266 5.0787 -1.3576 -1.118
C 6.3455 3.6719 -1.1186 -0.751
C 4.9515 2.9007 -1.2857 1.750
N 3.8238 3.5961 -0.6492 -0.463
O 2.8467 2.7432 -0.2694 0.489
C 4.8019 2.7505 -2.8403 -1.411
C 5.1386 1.4451 -0.7504 -2.329
C 2.7856 5.3038 -2.0694 -1.742
H 2.2316 4.5997 0.8619 0.012
H 1.8729 6.1939 0.1856 0.325
H 3.3153 5.9240 1.3212 0.332
H 4.8976 6.9015 -0.5959 0.339
H 5.4834 5.6385 0.5127 0.417
H 6.8966 5.3888 -0.7883 0.549
H 6.0530 5.5604 -2.3391 0.278
H 6.7283 3.6899 -0.0224 0.223
H 7.0541 3.0430 -1.6315 0.578
H 3.7240 2.9141 -3.0852 0.237
H 5.3215 3.4811 -3.4134 0.353
H 4.6776 1.6453 -3.1072 0.375
H 4.9305 1.7889 0.2916 0.519
H 4.1969 0.9488 -0.7986 0.162
H 6.1211 0.9146 -0.9167 0.170
H 1.8657 4.8464 -1.8846 0.410
H 3.3046 5.1708 -2.9906 0.439
H 2.3777 6.3716 -2.1265 0.419
C -0.3862 1.8878 -0.4061 -1.395
C 0.2023 0.5736 0.1783 1.473
C -0.9611 -0.5599 0.3874 0.264
C -0.2358 -1.8478 0.6119 0.654
C 0.5248 -2.4593 -0.5512 -0.851
C 1.6945 -1.4927 -0.9745 1.211
N 1.3187 0.0058 -0.7884 1.578
O 1.8071 0.8153 -1.6455 -0.593
C 2.8855 -1.5431 0.1644 -0.802
C 2.2680 -1.7848 -2.3746 -1.615
C 1.0482 1.0237 1.3791 0.904
H -0.9522 1.5655 -1.3276 0.313
H 0.4642 2.5535 -0.6199 -0.175
H -1.1490 2.1888 0.3215 0.101
H -1.4922 -0.4916 1.3393 -0.720
H -1.5879 -0.5548 -0.4479 0.218
H -0.8799 -2.5413 1.1508 0.907
H 0.6527 -1.6451 1.2717 -1.346
H -0.0892 -2.5820 -1.4393 0.059
H 0.7510 -3.5183 -0.2859 0.200
H 2.9951 -2.6091 0.0611 0.702
H 3.6678 -0.8069 -0.0292 -0.026
H 2.5417 -1.4768 1.1747 -0.384
H 2.0468 -2.7532 -2.7891 0.339
H 1.5857 -1.0471 -2.8576 0.174
H 3.3473 -1.5804 -2.2830 0.403
H 0.5353 1.5755 2.1916 -0.025
H 1.8642 1.5879 0.9612 -0.493
H 1.5113 0.2130 1.9908 -0.944
C -1.9639 7.6882 5.9625 -1.620
C -2.4698 6.9734 4.6140 0.922
C -2.1572 7.8689 3.3718 -0.774
C -1.7907 7.0412 2.2281 -0.667
C -0.8347 5.8982 2.4170 -0.875
C -1.2947 4.9662 3.5624 1.149
N -1.6680 5.5680 4.8969 1.050
O -1.4908 5.1824 5.9489 -0.762
C -2.1376 3.8482 3.0956 0.872
C 0.1878 4.2831 3.9658 -1.070
C -3.8919 6.6612 4.9827 -1.482
H -0.8638 7.8426 5.8934 0.415
H -2.2053 6.9609 6.7670 0.429
H -2.2481 8.7147 6.2543 0.293
H -3.0012 8.6351 3.3010 0.276
H -1.2997 8.4097 3.8048 0.383
H -1.3958 7.7859 1.4760 0.371
H -2.6952 6.5812 1.6472 0.137
H 0.0222 6.3264 2.9320 0.468
H -0.4065 5.2488 1.5756 0.137
H -1.8089 2.7685 3.0864 -0.776
H -3.0949 3.8296 3.6916 -0.699
H -2.5436 4.2793 2.1848 0.249
H 0.8750 4.9631 4.4591 0.670
H -0.0265 3.4175 4.6609 0.109
H 0.7815 4.0033 3.0273 -0.025
H -3.9329 6.1777 6.0092 0.285
H -4.2690 5.9103 4.2632 0.305
H -4.4796 7.5574 5.1915 0.455
C 5.0480 -3.7780 4.4897 -1.799
C 3.6939 -3.1086 4.2245 1.676
C 2.9141 -2.8305 5.5880 -1.090
C 3.4961 -1.6908 6.3696 -0.636
C 3.5716 -0.5080 5.3849 -0.682
C 4.4464 -0.8046 4.1694 1.757
N 3.9832 -1.9211 3.4359 1.532
O 4.5388 -2.0421 2.3288 -0.711
C 4.2769 0.3565 3.2455 -2.342
C 5.9219 -0.9895 4.6802 -1.914
C 2.7845 -3.9243 3.3379 -2.209
H 4.9322 -4.8629 4.4187 0.490
H 5.5165 -3.5588 5.4243 0.382
H 5.8250 -3.5167 3.7397 0.244
H 1.8830 -2.7302 5.2812 0.352
H 3.0219 -3.7961 6.1056 0.376
H 4.4090 -1.8709 6.9016 0.416
H 2.7666 -1.2996 7.1385 0.389
H 4.0926 0.3689 5.8899 0.383
H 2.5949 -0.1097 5.0431 -0.028
H 4.7964 1.3120 3.5268 0.470
H 4.7033 0.1991 2.2436 0.578
H 3.2173 0.5154 2.9895 -0.045
H 6.4076 -1.2380 3.7631 0.488
H 6.3940 -0.0821 5.0541 0.376
H 6.0805 -1.7904 5.3264 0.326
H 2.4604 -4.8385 3.9043 0.476
H 3.1848 -4.3966 2.5136 0.561
H 1.9169 -3.3130 3.0663 0.229
```

Its total energy is -3882.01366 Eh. The largest force on an atom is 15.4 eV/A. As for the spin multiplicity: 8.